1.
Molecular formula: C32H27F4N4
Method: DFT, wB97M-V/def2-TZVPD

```
67
Properties=species:S:1:pos:R:3:forces:R:3:lowdin_charge:R:1
F 4.7010 2.0400 -0.5268 -0.803 -0.421 1.354 0.06
F -5.9729 -0.3708 3.0336 1.562 0.997 0.090 0.07
F 4.1916 2.6668 4.1491 -0.471 -0.708 -1.294 0.06
F -3.4844 3.7029 3.0247 -0.092 -1.880 0.065 0.07
N -0.6369 -4.2161 2.5025 -0.858 0.973 0.340 -0.18
N -0.0197 -4.0044 -0.0418 -1.149 -0.041 0.555 -0.03
N 0.5333 -4.6120 2.6149 -2.103 1.141 0.661 0.11
N -1.6889 -3.7547 2.5339 2.337 -1.230 0.143 0.21
C -2.3115 1.6329 3.0775 -0.175 -0.100 -0.222 0.10
C -3.6084 -0.4621 3.0931 0.322 -0.061 -0.248 0.10
C 4.2687 -5.7405 3.4857 -0.403 -0.098 -0.207 -0.07
C 2.2890 -6.1397 2.1429 -0.145 -0.294 0.159 -0.16
C 3.9138 -7.9070 2.4684 -0.131 0.213 0.023 -0.07
C 4.6930 -7.0538 3.2537 -0.033 0.304 -0.085 -0.08
C -1.3894 -8.4103 0.3933 0.311 0.099 0.160 -0.07
C 1.1209 -4.8109 0.3062 0.562 -0.647 -1.111 -0.29
C -0.3830 -7.4330 0.3865 -0.328 -0.023 0.217 -0.04
C 2.8893 0.9744 0.5885 -0.556 -0.598 0.601 0.06
C -2.3506 0.2050 3.0426 -0.230 0.444 0.571 -0.17
C -2.1255 -8.6555 1.5557 -0.094 0.337 -0.057 -0.08
C 3.0568 -5.3015 2.9466 0.460 -0.024 0.163 -0.05
C -0.7797 -7.0257 2.7332 -0.508 -0.422 0.068 -0.04
C -1.8343 -7.9445 2.7244 0.492 -0.044 -0.132 -0.06
C 4.0331 1.7607 0.6455 0.529 0.444 -0.678 -0.21
C -4.7647 0.2892 3.0563 -1.163 -0.613 -0.015 -0.19
C 1.0352 -0.2023 1.8244 -1.747 -0.166 1.074 0.05
C 2.1808 0.6751 1.7899 1.908 1.260 0.309 -0.19
C 3.7787 2.0829 2.9727 0.205 0.329 0.729 -0.22
C 2.6272 1.3095 2.9859 0.183 -0.284 -0.464 0.05
C 2.7085 -7.4554 1.9134 0.263 0.139 0.005 -0.01
C 2.2497 -3.7625 0.2643 -0.425 -0.285 0.559 -0.12
C -0.1200 -6.7024 1.5497 0.490 -0.177 -0.166 -0.19
C -1.1881 -0.5863 2.9025 -1.077 -0.547 0.284 0.10
C 0.9514 -5.6023 1.6244 0.076 -0.213 -0.506 -0.32
C 1.8190 -2.8204 -0.8668 0.149 0.070 -0.253 -0.15
C -4.7593 1.6885 3.0213 0.478 -0.513 0.076 0.15
C 0.3076 -3.0593 -1.0829 0.115 -0.055 -0.361 -0.20
C 0.1387 -0.1300 2.8853 2.142 0.042 -0.707 -0.05
C 4.5351 2.3141 1.8259 -0.623 -0.299 -0.244 0.10
C -3.5131 2.3254 3.0462 0.490 1.163 0.040 -0.19
H 4.8414 -5.0418 4.0958 -0.010 -0.343 -0.111 0.11
H 0.4877 0.2870 3.8371 -0.473 0.790 -0.545 0.13
H 5.6376 -7.3919 3.6807 -0.295 -0.011 -0.121 0.11
H 2.2329 -3.2427 1.2324 0.187 -0.036 -0.229 0.10
H 2.6783 -4.3020 3.1720 0.326 -0.366 -0.035 0.10
H -0.3100 -2.1564 -0.9608 0.223 -0.088 -0.111 0.10
H 0.1332 -3.4308 -2.1129 -0.007 0.027 0.387 0.12
H 2.1003 -8.1358 1.3109 0.195 0.244 0.244 0.12
H -0.9335 -4.4542 -0.1231 0.618 -0.070 -0.152 0.13
H 5.4331 2.9227 1.8408 -0.158 -0.089 -0.021 0.15
H 2.5241 0.5817 -0.3612 0.301 0.111 0.196 0.13
H 1.9967 -1.7771 -0.6024 0.260 -0.049 -0.152 0.07
H -1.5703 -8.9907 -0.5116 -0.032 0.157 0.255 0.11
H 4.2351 -8.9361 2.3025 -0.098 0.302 0.014 0.11
H -2.9373 -9.3841 1.5475 0.270 0.176 -0.004 0.11
H 2.1045 1.1702 3.9289 0.320 0.150 -0.177 0.12
H -1.3661 -1.6600 2.8925 -0.124 -0.090 -0.773 0.08
H -0.4436 -6.5897 3.6781 -0.323 0.033 -0.357 0.12
H -5.6845 2.2517 2.9865 0.079 -0.017 -0.021 0.15
H 3.2266 -4.2333 0.1233 -0.143 0.236 0.009 0.13
H 1.3353 -5.5533 -0.4851 0.119 -0.013 0.126 0.14
H -3.6179 -1.5518 3.1232 -0.241 0.262 -0.095 0.14
H 0.2150 -7.2637 -0.5112 -0.331 -0.030 0.195 0.11
H 2.3808 -3.0547 -1.7785 -0.149 0.242 0.165 0.12
H -2.3861 -8.1161 3.6479 0.122 -0.124 -0.263 0.11
H -1.3484 2.1464 3.0934 -0.413 0.007 -0.106 0.14
H 0.8176 -0.8120 0.9408 -0.185 0.375 0.191 0.11
```
Positions in Å, forces in eV/Å.

Properties
Total charge: +1
Strongest force on any atom (Eh/bohr): 0.051
E_HOMO (eV): -11.1
DFT total energy (Ha): -1853.69018
Molecular weight (g mol⁻¹): 543.59


2.
Molecular formula: C4H13N3
Method: DFT, wB97M-V/def2-TZVPD

```
20
Properties=species:S:1:pos:R:3:forces:R:3:lowdin_charge:R:1
N -0.9086 -1.9683 1.5862 -0.373 0.077 -0.183 -0.02
N 0.0476 2.4253 -0.8815 0.076 -2.979 2.034 -0.04
N 1.6832 -0.1233 -0.6594 0.909 -0.067 0.160 0.09
C -0.0546 1.0909 0.5034 0.385 3.795 -4.056 -0.10
C -0.6390 -0.5740 -1.2894 0.011 0.180 0.347 -0.05
C 0.0862 -0.9536 1.4847 1.171 -1.130 -1.415 -0.18
C 0.3538 -0.0238 -0.2987 -1.328 -1.867 2.887 -0.55
H -0.3191 -1.5445 -1.6738 -0.057 -0.058 0.042 0.08
H -1.6293 -0.6595 -0.8461 -0.061 -0.155 0.020 0.07
H 1.9148 -0.8373 -1.3335 -0.119 0.199 0.017 0.09
H -0.8742 -2.6294 0.8209 -0.080 0.058 0.037 0.07
H -1.1097 1.1626 0.7291 0.143 -0.101 0.305 0.10
H 0.0778 -0.3793 2.4111 -0.166 0.646 -0.400 0.09
H 0.6665 1.5212 1.1854 -0.193 -0.234 0.258 0.10
H 1.0668 -1.4245 1.4380 0.106 -0.026 0.027 0.08
H -0.7102 0.1263 -2.1230 0.096 -0.004 -0.022 0.08
H -1.8454 -1.5920 1.6638 0.008 -0.102 -0.034 0.07
H 2.1851 0.7394 -0.8132 -0.211 -0.061 -0.051 0.09
H 0.9078 2.9566 -0.7537 -1.394 0.767 -0.248 -0.02
H -0.8995 2.6873 -1.1504 1.076 1.062 0.273 -0.01
```
Positions in Å, forces in eV/Å.

Properties
Total charge: 0
Strongest force on any atom (Eh/bohr): 0.108
E_HOMO (eV): -7.1
DFT total energy (Ha): -324.32670
Molecular weight (g mol⁻¹): 103.17